A molecular structure, C13H11N5O2PtS4 in a non-equilibrium geometry, computed with wB97M-V/def2-TZVPD.

Each line ends with the Löwdin charge.
CARTESIAN COORDINATES (ANGSTROEM)
Pt -0.8770 -0.7240 0.1903  0.866
C 1.1089 0.3799 3.1367  -0.076
C 0.2338 1.3822 2.4988  -0.606
N -0.3384 1.2144 1.3529  -0.029
C -1.0405 2.3105 0.9254  -0.319
C -1.0280 3.3474 1.8114  -0.318
S -0.1017 2.9401 3.1978  1.100
C -1.6334 2.2340 -0.3952  -0.315
C -2.3186 3.1834 -1.0965  -0.317
S -2.7162 2.6022 -2.6632  1.105
C -1.9347 1.0924 -2.2871  -0.605
N -1.4365 1.0727 -1.0941  -0.034
C -1.8429 -0.0235 -3.2483  -0.070
H 1.2111 -0.4690 2.4625  0.046
H 0.6832 0.0331 4.0757  0.087
H 2.0905 0.8048 3.3368  0.090
H -1.4855 4.3107 1.7251  0.075
H -2.6148 4.1622 -0.7800  0.077
H -2.2693 0.2534 -4.2084  0.078
H -2.3728 -0.8919 -2.8486  0.036
H -0.7987 -0.3143 -3.3749  0.099
O 1.0477 -1.0081 -0.9505  -0.258
N 1.8062 -0.1386 -0.4090  -0.096
C 3.0411 0.0734 -0.7466  -0.338
C 3.7464 -0.6160 -1.7675  -0.193
N 4.2748 -1.1807 -2.6146  0.157
C 3.7370 1.0935 -0.0578  -0.209
N 4.3036 1.9283 0.4875  0.144
C 0.5637 -4.3166 0.3471  -0.089
O -0.6231 -3.8281 -0.2569  -0.212
C -1.2993 -2.8600 0.3339  -1.401
S -2.6876 -2.3131 -0.5202  0.646
S -1.0162 -2.4016 1.9737  0.638
H 0.7362 -5.3052 -0.0681  0.097
H 0.4559 -4.3750 1.4351  0.051
H 1.3948 -3.6530 0.0970  0.095

Summary:
- energy relative to the best compared isomer or geometry (same formula, charge and spin) (eV) = 1.3474
- strongest force on any atom (Eh/bohr) = 0.043
- total charge = 0



A molecular structure, C8H10N2O2S in a non-equilibrium geometry, computed with wB97M-V/def2-TZVPD.

Each line ends with the Löwdin charge.
CARTESIAN COORDINATES (ANGSTROEM)
C 0.8007 -1.8917 -0.8014  -0.048
C 1.1360 -0.7506 -1.7021  -0.313
C 1.4004 -0.7305 -3.1042  -0.153
C 1.6758 0.4830 -3.6502  -0.339
C 1.1343 0.5352 -1.1367  -0.498
C 1.1841 1.1312 0.1899  -0.190
C -1.7720 0.0618 1.8372  -0.380
C -1.6786 1.0084 3.0841  -0.185
H 1.1964 -2.8985 -0.9963  0.084
H -0.2660 -1.9689 -0.7024  0.065
H 1.2729 -1.5872 0.2247  0.118
H 1.4984 -1.6366 -3.6518  0.102
H 1.7551 0.8976 -4.6171  0.048
H 2.0337 1.9412 0.2409  0.140
H -1.0001 -0.1224 0.0672  0.135
H -1.8523 2.1432 2.8211  0.156
H -0.7491 0.9104 3.7208  0.120
H -3.1944 -0.4690 3.2654  0.233
N 0.3841 0.9497 1.1843  0.065
N -0.7783 0.3230 0.9492  0.022
O -2.7356 -0.6482 1.4047  0.013
O -2.8890 0.6124 3.7667  -0.207
S 1.4437 1.7065 -2.3940  1.012

Summary:
- energy relative to the best compared isomer or geometry (same formula, charge and spin) (eV) = 4.2291
- strongest force on any atom (Eh/bohr) = 0.105
- total charge = 0



A molecular structure, C29H41F5P2Sn in a non-equilibrium geometry, computed with wB97M-V/def2-TZVPD.

Each line ends with the Löwdin charge.
CARTESIAN COORDINATES (ANGSTROEM)
Sn 1.6105 0.3985 0.2665  1.434
C -3.4845 1.9967 -0.8285  -0.170
C -3.6634 0.6451 -1.2419  -0.045
C -4.1837 0.7878 0.9923  -0.092
C -3.8135 2.0772 0.5455  -0.133
C -4.0943 -0.1048 -0.1074  -0.168
C -3.1040 3.1237 -1.7042  -0.031
H -2.4867 2.7934 -2.5480  0.061
H -2.5409 3.8729 -1.1371  0.092
H -3.9826 3.6338 -2.1305  0.114
C -3.8532 3.3052 1.3571  0.018
H -3.6433 4.1897 0.7519  0.091
H -3.1296 3.2907 2.1814  0.107
H -4.8429 3.4355 1.8060  0.114
C -4.6778 0.4707 2.3375  0.041
H -5.5321 1.1117 2.5860  0.125
H -3.9190 0.6355 3.1137  0.121
H -5.0080 -0.5668 2.4147  0.096
C -4.4685 -1.5342 -0.0915  -0.031
H -5.5531 -1.6762 -0.2373  0.109
H -4.2085 -1.9905 0.8728  0.089
H -3.9603 -2.0954 -0.8879  0.070
C -3.4582 0.1082 -2.6119  0.049
H -4.3746 0.1752 -3.2284  0.145
H -3.1641 -0.9519 -2.5645  0.095
H -2.6663 0.6708 -3.1296  0.091
C 3.5343 -0.1056 -0.6175  -0.341
C 3.2290 0.7824 -1.8197  -0.507
C 2.7855 0.1334 -3.1944  -0.230
C 2.7018 -1.3692 -3.3769  -0.194
C 1.9772 -2.1184 -2.3047  -0.121
C 2.5006 -2.8963 -1.3127  -0.127
C 3.8412 -2.7485 -0.6744  -0.166
C 4.4292 -1.3456 -0.9093  -0.147
H 3.4657 0.5584 -3.9495  0.129
H 3.6950 -1.7748 -3.6509  0.130
H 1.7603 0.5062 -3.4231  0.055
H 4.7500 -1.2678 -1.9554  0.117
H 4.0733 0.4391 0.1925  0.088
H 4.2051 1.2536 -2.0436  0.106
H 5.3100 -1.2188 -0.2596  0.131
H 3.7977 -3.0092 0.4013  0.114
H 1.9281 -3.7740 -0.9730  0.110
H 4.5998 -3.4288 -1.0817  0.136
H 2.0747 -1.4955 -4.2765  0.128
H 0.9008 -2.2861 -2.5320  0.108
P 2.1628 2.4728 -1.9653  1.026
C 2.6818 3.2448 -0.4140  -0.335
C 0.2783 2.2339 -2.4178  -0.275
P -0.3109 -2.7832 1.3034  0.903
C 0.8391 -1.5572 0.6060  -0.577
C -0.9703 -3.0414 -0.4682  -0.289
C 1.1380 -3.8550 1.7663  -0.275
H 2.7167 2.6375 0.5145  -0.005
H 2.1016 4.1582 -0.2140  0.062
H 3.7171 3.5729 -0.6165  0.069
H 0.1369 1.4913 -3.2274  0.039
H -0.0265 3.1974 -2.8532  0.040
H -0.4202 1.9836 -1.5894  0.003
H 2.0287 -3.8073 1.1357  0.006
H 0.8338 -4.8950 1.8129  0.048
H 1.4487 -3.4908 2.7477  0.052
H 1.8638 -1.8756 0.8793  0.006
H 0.7628 -1.6461 -0.5075  -0.066
H -1.9711 -3.4330 -0.2969  0.005
H -0.3722 -3.7438 -1.0752  0.049
H -1.0600 -2.0873 -1.0261  0.029
F -1.0674 1.4338 2.6285  0.033
C 0.1211 1.1999 3.2735  -0.212
C 1.2602 0.8124 2.5545  -0.104
C 2.2881 0.3563 3.3497  -0.230
F 3.3510 -0.2571 2.7160  0.034
C 2.2843 0.3666 4.7469  -0.123
F 3.3549 -0.1143 5.4007  0.135
C 1.1809 0.8602 5.4315  -0.103
F 1.2319 0.9848 6.7682  0.151
C 0.0764 1.2575 4.6711  -0.114
F -1.0173 1.6863 5.3493  0.111

Summary:
- energy relative to the best compared isomer or geometry (same formula, charge and spin) (eV) = 0.7668
- strongest force on any atom (Eh/bohr) = 0.123
- total charge = +2



2 unconnected molecules or ions with the total composition C10H16 in a non-equilibrium geometry, computed with wB97M-V/def2-TZVPD.

Each line ends with the Löwdin charge.
CARTESIAN COORDINATES (ANGSTROEM)
C -1.2552 0.7895 -3.0663  -0.260
C 0.0975 1.4418 -3.4149  -0.223
C -1.0854 0.6208 -1.5453  -0.336
C -1.2511 1.5603 -0.6244  -0.142
C -0.8095 -0.6828 -1.2289  -0.160
C -1.1299 1.2049 0.7218  -0.140
C -0.7941 -1.0778 0.0665  -0.169
C -0.7979 -0.1140 1.0692  -0.122
H -2.1000 1.6226 -3.1328  0.116
H -1.6947 -0.0276 -3.6661  0.074
H 0.9568 0.9463 -3.1658  0.024
H -1.5042 2.6125 -0.8568  0.090
H -0.4227 -1.2652 -2.2147  0.108
H -1.2112 1.9110 1.5696  0.078
H -0.7171 -2.1391 0.1579  0.068
H -0.8595 -0.5801 2.1125  0.094
H 0.1457 2.4577 -3.2394  0.032
H 0.2079 1.3867 -4.4799  0.033
C 2.1519 -0.7031 3.2474  -0.214
C 1.3100 -1.9674 3.0050  -0.215
H 2.5921 -0.4116 2.2933  0.044
H 1.5489 0.2257 3.5281  0.076
H 2.9870 -0.8379 3.8601  0.017
H 1.7918 -2.7494 3.5891  0.045
H 1.5606 -2.3646 2.0656  0.032
H 0.2825 -1.8592 3.3491  0.049

Summary:
- energy relative to the best compared isomer or geometry (same formula, charge and spin) (eV) = 2.5044
- strongest force on any atom (Eh/bohr) = 0.090
- total charge = -1
- spin multiplicity = 2



- What is the formula in the first record?
  C13H11N5O2PtS4